Entry from the Open Molecules 2025 dataset: a molecular structure, C23H51N4O6PZr at a distorted geometry (the ωB97M-V functional and the def2-TZVPD basis).

XYZ file:
```
86
C23H51N4O6PZr | the Open Molecules 2025 dataset | the ωB97M-V functional and the def2-TZVPD basis
C 0.789 4.070 2.775
C 1.400 4.882 1.651
O 2.710 5.355 1.891
C 3.688 4.391 2.171
C 3.840 3.316 1.100
O 3.201 2.097 1.406
C 3.502 1.096 0.474
C 2.458 -0.042 0.334
C 3.297 -1.205 -0.269
C 2.567 -2.466 -0.754
C 3.382 -3.129 -1.909
C 2.943 -2.651 -3.297
N 2.136 -3.675 -4.014
C 0.790 -3.724 -3.759
N 0.415 -4.321 -2.692
N -0.079 -3.186 -4.686
O 1.448 0.248 -0.648
C 0.855 1.503 -0.487
P 1.501 2.833 -1.637
C 2.608 2.034 -2.916
O 0.267 3.424 -2.474
C 1.912 -0.446 1.730
C 0.383 -0.658 1.883
C -0.194 -1.908 1.219
C -1.577 -2.223 1.803
C -2.635 -1.098 1.623
C -3.987 -1.723 1.290
C -5.153 -0.735 1.356
C -6.257 -1.119 0.361
C -7.465 -0.236 0.496
O -8.068 -0.043 -0.756
C -9.238 0.710 -0.761
N 2.521 -1.713 2.193
O 3.705 -1.432 2.862
H 1.342 3.165 3.001
H -0.215 3.772 2.496
H 0.737 4.662 3.679
H 1.310 4.353 0.690
H 0.788 5.768 1.542
H 3.560 3.920 3.142
H 4.627 4.928 2.228
H 3.372 3.734 0.152
H 4.907 3.113 0.902
H 4.406 0.584 0.809
H 3.791 1.556 -0.491
H 4.107 -1.449 0.402
H 3.778 -0.753 -1.145
H 1.564 -2.295 -1.122
H 2.513 -3.149 0.083
H 4.412 -2.856 -1.726
H 3.291 -4.202 -1.847
H 2.339 -1.742 -3.157
H 3.820 -2.390 -3.866
H 2.231 -3.488 -5.014
H -0.600 -4.364 -2.592
H -1.025 -3.547 -4.609
H -0.134 -2.171 -4.659
H 0.856 1.869 0.535
H -0.191 1.409 -0.776
H 2.574 0.955 -2.898
H 2.339 2.420 -3.899
H 3.798 2.259 -2.733
H -0.171 2.725 -2.993
H 2.169 0.281 2.491
H 0.248 -0.784 2.956
H -0.182 0.231 1.638
H -0.353 -1.684 0.167
H 0.432 -2.784 1.358
H -1.999 -3.086 1.306
H -1.495 -2.403 2.869
H -2.301 -0.403 0.849
H -2.724 -0.520 2.539
H -3.900 -2.124 0.284
H -4.144 -2.527 1.997
H -5.589 -0.794 2.350
H -4.865 0.304 1.216
H -5.878 -1.005 -0.652
H -6.554 -2.154 0.508
H -8.241 -0.678 1.146
H -7.233 0.772 0.888
H -9.187 1.505 -1.511
H -9.470 1.148 0.204
H -10.088 0.071 -1.051
H 1.899 -2.153 2.867
H 3.674 -1.787 3.768
Zr 3.993 3.561 -1.881
```

Values from the calculation:
E_HOMO (eV): -17.7
Energy relative to the best compared isomer or geometry (same formula, charge and spin) (kJ/mol): 157.0
Total charge: +4
Frontier orbital gap (eV): 1.391

Entry from the Open Molecules 2025 dataset: 11 unconnected molecules or ions with the total composition C23H51N5O28 at a distorted geometry (the ωB97M-V functional and the def2-TZVPD basis).

XYZ file:
```
107
C23H51N5O28 | the Open Molecules 2025 dataset | the ωB97M-V functional and the def2-TZVPD basis
C -8.206 -2.463 -7.230
N -9.699 -2.427 -7.183
O -10.259 -3.279 -6.453
O -10.243 -1.588 -7.841
H -7.802 -2.758 -6.261
H -7.909 -1.418 -7.323
H -7.568 -3.078 -7.866
C 10.513 -1.376 -6.135
N 9.979 -1.656 -4.734
O 8.941 -1.039 -4.321
O 10.526 -2.514 -4.017
H 11.307 -2.052 -6.450
H 10.736 -0.322 -6.302
H 9.603 -1.443 -6.733
C -11.009 3.141 -3.890
N -11.386 1.827 -3.345
O -10.720 1.293 -2.435
O -12.455 1.389 -3.781
H -10.429 3.038 -4.807
H -10.512 3.795 -3.174
H -11.873 3.772 -4.098
C -3.300 11.010 -3.776
N -4.320 9.981 -3.805
O -4.790 9.848 -2.659
O -4.438 9.219 -4.700
H -2.760 11.211 -4.701
H -2.591 10.688 -3.013
H -3.789 11.927 -3.448
C 3.882 6.255 -4.230
N 3.996 7.644 -4.836
O 5.145 8.182 -4.797
O 2.992 8.293 -5.092
H 3.004 6.229 -3.584
H 4.696 6.028 -3.541
H 3.833 5.545 -5.055
C 10.567 2.758 2.569
O 10.398 1.412 3.007
C 9.215 0.762 2.695
O 8.173 1.217 2.206
O 9.384 -0.476 3.176
C 8.301 -1.369 3.244
H 10.586 3.449 3.411
H 9.800 3.147 1.899
H 11.481 2.780 1.975
H 8.086 -1.577 2.195
H 7.387 -1.021 3.725
H 8.731 -2.306 3.597
C -10.511 1.561 8.249
O -9.628 2.068 7.255
C -8.925 1.216 6.545
O -9.001 -0.030 6.654
O -8.264 1.924 5.718
C -7.479 1.393 4.667
H -11.191 0.807 7.852
H -11.167 2.405 8.465
H -10.063 1.188 9.169
H -6.890 0.527 4.967
H -6.707 2.027 4.232
H -7.998 0.964 3.810
C 1.077 -0.101 -0.720
O 0.308 0.740 -1.500
C -1.008 0.778 -1.288
O -1.651 0.220 -0.415
O -1.482 1.803 -2.110
C -2.915 1.884 -2.243
H 0.586 -1.074 -0.739
H 1.195 0.363 0.259
H 2.099 -0.141 -1.097
H -3.321 1.320 -3.082
H -3.312 2.882 -2.430
H -3.413 1.612 -1.312
C 6.351 -6.506 -4.642
O 7.557 -7.228 -4.940
C 7.812 -7.661 -6.141
O 7.274 -7.175 -7.123
O 8.795 -8.563 -6.084
C 9.446 -8.953 -7.265
H 6.478 -5.774 -3.845
H 5.486 -7.113 -4.375
H 5.904 -6.010 -5.504
H 10.342 -9.484 -6.941
H 9.785 -8.074 -7.812
H 8.894 -9.576 -7.968
C -4.272 -10.806 5.190
O -2.912 -10.413 4.934
C -2.558 -9.825 3.840
O -3.281 -9.326 2.915
O -1.159 -9.634 3.916
C -0.466 -9.111 2.773
H -4.296 -11.747 5.740
H -4.972 -10.912 4.361
H -4.848 -10.157 5.849
H -0.952 -9.400 1.841
H 0.558 -9.437 2.960
H -0.416 -8.026 2.860
C 1.735 5.223 6.384
O 0.774 5.635 7.224
C 0.952 5.395 8.556
O 2.015 5.115 9.075
O -0.222 5.676 9.218
C -0.340 5.334 10.624
H 2.124 4.251 6.688
H 2.615 5.837 6.193
H 1.300 4.922 5.431
H -1.350 5.121 10.975
H 0.111 5.996 11.363
H 0.200 4.394 10.741
```

Values from the calculation:
E_HOMO (eV): -10.5
Energy relative to the best compared isomer or geometry (same formula, charge and spin) (kJ/mol): 578.3
Total charge: 0
Frontier orbital gap (eV): 10.237
SMILES: C[N+](=O)[O-].C[N+](=O)[O-].C[N+](=O)[O-].C[N+](=O)[O-].C[N+](=O)[O-].COC(=O)OC.COC(=O)OC.COC(=O)OC.COC(=O)OC.COC(=O)OC.COC(=O)OC

Entry from the Open Molecules 2025 dataset: a molecular structure, C23H52BF3IN9O15PS2 at a distorted geometry (the ωB97M-V functional and the def2-TZVPD basis).

XYZ file:
```
107
C23H52BF3IN9O15PS2 | the Open Molecules 2025 dataset | the ωB97M-V functional and the def2-TZVPD basis
C 0.347 -0.713 5.119
C 0.851 -0.004 3.824
C -0.145 -0.256 2.662
C 0.367 -0.364 1.201
C -0.951 -0.332 0.322
C -2.350 -0.596 0.944
C -3.251 -1.174 -0.218
C -3.117 0.693 1.364
C 1.126 1.016 0.966
P 0.101 2.558 1.331
O 0.058 2.853 2.780
N 2.099 1.107 -0.182
C 2.961 2.363 -0.147
C 3.669 2.708 1.161
O 4.818 2.462 1.261
N 2.990 3.370 2.223
C 3.385 4.786 2.310
C 3.192 2.647 3.490
B 1.470 1.195 -1.609
N 1.884 2.219 -2.600
O 0.536 0.306 -2.064
C 3.117 -0.023 -0.208
S 3.570 -0.517 -1.925
C 2.833 -1.176 0.797
C 3.973 -2.221 0.836
N 4.357 -3.017 -0.324
C 1.326 -1.626 0.932
I 1.296 -3.065 2.628
S 0.962 -2.822 -0.406
O 1.221 -2.372 -1.744
O 1.751 -3.991 -0.169
C -0.755 -3.590 -0.422
F -0.640 -4.874 -0.619
F -1.423 -3.447 0.698
F -1.399 -3.158 -1.474
H -0.746 -0.690 5.118
H 0.764 -0.187 5.981
H 0.686 -1.748 5.189
H 1.880 -0.337 3.619
H 0.944 1.046 4.107
H -0.739 -1.118 2.962
H -0.859 0.570 2.768
H -1.078 0.631 -0.187
H -0.896 -0.968 -0.570
H -2.421 -1.357 1.722
H -2.898 -0.784 -1.178
H -4.282 -0.836 -0.136
H -3.290 -2.259 -0.204
H -2.809 1.099 2.336
H -2.989 1.405 0.542
H -4.187 0.498 1.449
H 1.784 1.062 1.850
H 0.608 3.709 0.688
H -1.237 2.430 0.907
H 3.756 2.202 -0.869
H 2.416 3.266 -0.430
H 4.478 4.863 2.398
H 2.982 5.326 1.449
H 2.938 5.195 3.218
H 3.494 1.614 3.293
H 3.966 3.146 4.089
H 2.278 2.609 4.087
H 1.062 2.792 -2.806
H 2.059 1.707 -3.461
H -0.249 0.745 -2.420
H 4.091 0.322 0.152
H 4.294 0.524 -2.419
H 2.978 -0.692 1.777
H 3.957 -2.881 1.707
H 4.861 -1.597 1.056
H 5.259 -2.729 -0.673
H 3.697 -3.069 -1.084
C -4.386 -5.469 -2.070
N -5.192 -4.256 -2.388
O -5.938 -4.309 -3.343
O -5.044 -3.288 -1.661
H -4.621 -6.246 -2.793
H -3.338 -5.187 -2.127
H -4.652 -5.784 -1.065
C -6.155 2.723 -2.069
N -4.805 2.352 -1.563
O -4.029 3.253 -1.295
O -4.564 1.167 -1.449
H -6.221 3.804 -2.116
H -6.265 2.283 -3.056
H -6.886 2.318 -1.376
C 6.276 2.863 -4.974
N 4.939 3.061 -4.346
O 4.223 2.077 -4.208
O 4.648 4.186 -4.015
H 6.394 1.813 -5.216
H 6.309 3.475 -5.871
H 7.025 3.183 -4.254
C -3.949 -8.068 -6.102
N -3.752 -8.215 -4.633
O -2.680 -8.627 -4.245
O -4.692 -7.907 -3.921
H -3.039 -8.376 -6.605
H -4.784 -8.703 -6.385
H -4.169 -7.023 -6.299
C -1.905 5.134 4.101
N -3.240 5.293 4.744
O -3.920 4.293 4.876
O -3.553 6.414 5.089
H -1.760 4.091 3.847
H -1.896 5.755 3.209
H -1.156 5.465 4.815
```

Values from the calculation:
E_HOMO (eV): -11.3
Total charge: +1
Frontier orbital gap (eV): 8.458